Entry 1:
Entry from the OMol25 dataset: a 3-piece molecular cluster, C36H79IN2O4 overall (wB97M-V/def2-TZVPD).

Positions of all 122 atoms, in Å:
C -0.734 -4.391 -1.297
H -6.886 4.067 2.510
H 2.444 5.608 1.110
H -1.265 -2.914 2.750
H 4.112 7.463 2.155
H -4.833 -5.840 2.800
N 1.030 -5.436 -5.176
H 0.722 -7.498 -5.256
C 3.564 1.783 0.674
H 0.699 -5.457 0.547
H -1.356 2.187 -1.001
C -6.346 4.161 1.564
H 4.601 -0.574 -2.061
H -2.368 -4.642 0.295
H -0.544 -3.531 4.381
H -1.451 -6.808 -5.504
H -3.823 3.292 5.198
C 4.148 1.276 -0.809
H -2.671 2.241 2.528
C 1.009 2.673 0.067
H 2.239 6.873 3.583
H 4.532 2.209 1.231
H 0.352 -1.832 -3.318
H -6.846 3.513 0.837
H 1.268 -3.513 -7.196
C 2.064 -4.411 -5.364
H -0.905 -0.601 -0.489
H -5.269 2.818 4.284
H 4.781 -0.927 -0.218
H 1.849 -3.587 -4.669
H -4.835 2.717 2.057
C 1.151 -6.911 -7.264
C 2.524 3.043 0.562
H 0.003 -5.920 3.314
H 5.655 5.403 1.123
H -0.920 4.777 -0.928
C 3.186 6.186 3.807
H -6.436 5.193 1.210
C 0.404 -3.194 -1.473
H 3.627 6.173 -0.250
C 3.635 6.568 5.368
C -4.775 3.647 4.799
H 2.367 -7.027 -5.501
H 1.369 -3.627 -2.017
H -3.374 -3.880 3.525
O 3.205 4.081 -0.254
C -0.294 -1.978 -2.325
I 2.867 0.121 1.941
H 1.236 3.478 -2.169
H -5.559 5.385 3.836
H -3.946 5.590 4.423
O 0.105 3.675 0.704
H 0.206 -6.490 -7.620
C -0.267 -0.538 -1.475
H -0.211 -5.450 -1.441
C 4.619 5.202 1.656
C -0.330 -4.935 -5.386
H 0.796 -2.786 -0.422
O -2.714 -5.929 3.228
H -0.514 -4.690 -6.437
H 1.145 -7.977 -7.516
H 3.032 -4.806 -5.035
C 3.429 5.307 0.532
H 4.384 7.473 5.410
H 2.418 3.487 1.665
H -1.102 -3.165 0.590
H -1.438 -2.157 -2.579
C -2.104 3.087 2.921
H -4.398 -5.731 4.655
H -1.068 2.969 2.584
C 2.222 -3.817 -6.759
H -2.088 3.023 4.012
C -1.250 -4.287 0.291
C -0.337 -5.361 1.127
H 0.903 5.215 -0.708
H 1.969 -6.458 -7.827
H 3.008 -0.800 -1.081
C 4.089 -0.354 -1.005
H 0.856 -0.345 -1.201
C 4.388 6.467 2.722
C -1.419 -5.892 -4.907
H -4.457 3.754 0.689
C -4.593 4.870 3.905
C 1.339 -6.744 -5.760
H -0.351 0.514 -3.604
C -2.646 4.429 2.443
H -1.230 2.932 -2.728
H -2.509 -4.689 4.996
C -4.881 3.751 1.700
H -0.326 5.770 0.608
O 4.236 5.353 5.969
H 4.564 4.159 2.202
H 0.628 1.623 0.492
H -0.456 -4.004 -4.819
H 1.154 -4.547 2.730
H -1.632 -4.268 -2.061
H -2.362 4.550 1.388
H -2.117 5.233 2.967
C -0.732 2.136 -2.017
H 2.842 5.062 3.846
H 5.397 6.605 3.324
C -0.855 0.592 -2.551
C -0.052 4.872 -0.128
H 5.303 1.570 -0.877
H 3.640 1.880 -1.705
H 2.715 -4.513 -7.441
C 0.821 2.564 -1.568
H -2.024 0.357 -2.618
H 3.863 5.209 6.899
H -5.400 3.912 5.659
N -4.093 4.651 2.546
H 1.485 1.629 -1.902
H -1.271 -6.165 -3.857
C -1.052 -3.899 3.365
H -2.399 -5.413 -4.993
H 2.854 -2.924 -6.707
H -4.251 -7.418 3.771
C -2.476 -4.597 3.809
C -4.102 -6.265 3.635
C 0.023 -4.921 2.665
H 2.694 6.874 6.032
H -0.824 -6.448 1.056

Computed properties:
- HOMO energy (Eh) = -0.2913
- orbital gap (eV) = 8.3
- SMILES = CC[C@H](I)[C@@H](OCCCCCO)[C@H](CCCCCCCCCCCCOC)OC.CCN(CC)CC.CCN(CC)CC

***

Entry 2:
Entry from the OMol25 dataset: an isolated molecule of C5H9NO2S (wB97M-V/def2-TZVPD).

Positions of all 18 atoms, in Å:
C -0.322 -0.004 -0.253
O 0.106 2.862 0.148
S 0.768 2.143 -0.902
H 1.216 -2.217 0.466
C -1.304 -0.954 -0.890
O 1.692 2.807 -1.758
C 0.322 -0.348 1.075
H 0.636 0.584 1.554
C 1.527 -1.267 0.894
H -2.102 1.117 -0.969
H -2.345 0.300 0.628
H 2.007 -1.456 1.850
H -1.514 -1.876 -0.372
H -1.277 -1.041 -1.964
H -0.415 -0.828 1.721
H 2.251 -0.813 0.221
C -1.790 0.332 -0.297
N 0.544 0.661 -1.149

Computed properties:
- HOMO energy (Eh) = -0.3711
- orbital gap (eV) = 10.1
- SMILES = CCC1(N=S(=O)=O)CC1
- relative energy (zero: lowest compared OMol25 entry of this formula, charge and spin) (kJ/mol) = 273.3

***

Entry 3:
Entry from the OMol25 dataset: C4H14N4 as an isolated structure (wB97M-V/def2-TZVPD).

Positions of all 22 atoms, in Å:
H -2.993 0.755 -0.414
H 2.446 -1.015 -1.531
H 2.620 -2.034 -0.161
H -1.383 -0.239 1.716
H -2.289 1.604 0.888
H 2.552 1.207 1.393
H -2.704 -1.147 1.056
N 1.930 0.962 0.575
H 1.176 -0.764 1.240
N -1.057 -1.103 -0.177
C -1.892 -0.461 0.861
H -1.045 1.627 -1.504
H 3.422 -0.521 -0.215
C 1.435 -0.243 0.248
N -2.189 0.797 0.187
H -0.381 1.792 -0.037
H -0.798 -2.035 0.133
C -0.284 -0.222 -0.862
H -0.107 -0.425 -1.859
C -0.968 1.124 -0.586
H 2.014 1.621 -0.186
N 2.598 -1.064 -0.566

Computed properties:
- HOMO energy (Eh) = -0.6116
- total charge = +2
- orbital gap (eV) = 10.1
- relative energy (zero: lowest compared OMol25 entry of this formula, charge and spin) (kJ/mol) = 319.4

***

Entry 4:
Entry from the OMol25 dataset: an isolated molecule of C22H31N3O4 (wB97M-V/def2-TZVPD).

Positions of all 60 atoms, in Å:
H -1.214 -0.045 -1.003
H 2.622 -1.151 3.019
H -1.344 0.001 3.149
H -3.212 -2.998 -2.995
H 1.181 -2.889 1.984
H 1.046 2.085 0.691
H 2.236 -2.188 0.723
H 1.114 0.546 7.026
C 1.419 -1.983 1.416
C 0.045 2.646 -1.112
O 1.704 -1.237 5.043
H 2.085 0.031 1.798
C -2.090 2.162 -3.468
C 2.320 1.888 -1.017
C -0.390 -0.585 -2.900
H 0.756 -1.882 6.757
H -2.834 -1.682 -1.024
H -2.310 0.889 -5.213
C -0.832 -0.954 -1.477
H 2.523 -2.146 6.632
H 2.866 0.333 6.875
C 0.397 -1.425 -0.704
C -2.310 -2.386 -2.977
N -1.531 -0.256 -3.716
H -2.997 2.599 -3.885
C -0.529 -0.163 2.442
O -3.571 -0.926 -4.431
H -1.538 4.104 -2.742
C 1.711 -1.438 6.456
O 1.451 -1.662 -1.264
C 1.348 2.533 -3.112
H 3.164 1.524 -0.449
C 0.139 2.819 -2.489
H 0.285 0.267 -2.863
H 3.358 1.839 -2.886
C -1.606 1.022 -4.388
H -1.151 -2.186 2.030
C 1.942 -0.135 7.207
H -1.601 -2.943 -1.025
N 0.652 -0.513 3.196
H -0.621 1.253 -4.799
C 0.543 -0.785 4.520
H -0.883 2.883 -0.610
C -2.560 -1.128 -3.788
H -1.739 -0.996 0.858
H -1.502 -2.949 -3.448
N 0.261 -1.594 0.634
C -0.883 -1.288 1.460
H 1.446 2.680 -4.179
H -0.335 0.760 1.886
H 0.165 -1.429 -3.326
H -0.741 3.649 -4.252
O -0.472 -0.621 5.156
C 1.128 2.190 -0.382
H -2.353 1.742 -2.496
C -1.934 -2.035 -1.533
C 2.429 2.065 -2.384
C -1.055 3.280 -3.274
H 2.007 -0.336 8.273
C 1.795 -0.853 2.378

Computed properties:
- HOMO energy (Eh) = -0.3277
- orbital gap (eV) = 9.5
- SMILES = CCOC(=O)N1CCN(C(=O)[C@@H]2CCC(=O)N(CCCc3ccccc3)C2)CC1
- relative energy (zero: lowest compared OMol25 entry of this formula, charge and spin) (kJ/mol) = 72.9

***

Entry 5:
Entry from the OMol25 dataset: C43H50BGe2N4O2STi as an isolated structure (wB97M-V/def2-TZVPD).

Positions of all 104 atoms, in Å:
H 4.526 -6.044 -3.586
C -1.079 4.898 -2.828
H 2.422 2.783 2.774
C -0.250 3.716 4.619
H 1.778 -1.928 1.487
H -1.509 4.759 -3.814
C 7.000 -4.884 -3.493
N -0.982 -1.815 -1.859
C 5.789 -2.125 -3.089
Ge 0.827 2.356 0.113
C -0.507 3.815 -2.165
H -2.478 3.813 -1.170
H -3.848 5.166 0.510
C 0.436 2.992 1.975
H 4.519 5.128 0.576
C -3.219 2.078 -0.311
H 6.897 -2.964 -5.476
H 4.360 2.031 2.025
C 0.017 5.209 -0.310
C -0.440 0.093 -4.984
H -5.447 0.796 1.778
H -0.173 -2.437 -1.818
H -2.846 -2.032 -6.088
B 1.886 -1.008 -1.040
Ge 3.197 3.027 -0.059
C 3.456 4.879 0.578
N 0.348 0.328 -2.695
H -3.775 0.219 1.956
C 5.764 -4.372 -4.246
H 0.436 5.353 0.679
C -1.482 -1.315 1.184
C -1.113 6.147 -2.221
C -1.197 -1.396 -3.209
C 1.390 3.034 2.993
H 1.822 1.688 -2.352
H -0.512 3.995 5.632
H 5.334 -3.422 -6.154
H 5.486 2.182 0.675
C -0.873 3.328 2.330
C 1.058 3.388 4.297
C -1.010 -0.136 1.798
H -2.662 -2.835 -3.749
H -4.639 -0.037 0.428
H 4.001 2.044 -2.309
C 6.198 -3.792 -5.599
S -2.556 0.863 -1.297
C 0.468 1.103 -5.382
H -1.792 -2.296 -1.488
H -1.560 6.993 -2.728
H 3.159 -4.285 -3.199
C 3.757 -3.412 -2.978
H 3.216 3.619 -2.575
C -0.375 -2.167 0.975
Ti -0.110 -0.209 -0.372
O 1.959 -2.278 -1.702
C 3.218 -2.383 -2.238
H 4.857 3.543 -1.925
H 2.040 2.395 -4.718
H 6.689 -4.561 -6.200
C -2.060 -1.997 -4.079
H -0.396 -3.146 0.518
C -0.418 -0.298 -3.634
H -0.559 2.844 -2.638
H 6.715 -5.303 -2.526
C -1.219 3.687 3.624
C 1.312 1.640 -4.457
H -1.584 0.734 2.077
H -2.501 -1.520 0.894
H 1.825 3.410 5.061
H -2.246 3.946 3.858
O 3.153 -0.399 -1.179
C 3.880 3.055 -1.916
C 5.239 -1.091 -2.336
H 6.813 -2.021 -3.424
C 0.053 3.936 -0.888
C -4.501 0.644 1.265
C -0.560 6.296 -0.955
C 0.781 -1.519 1.462
C 4.843 -5.562 -4.514
C 4.466 1.903 0.947
H 2.938 5.581 -0.077
C 1.201 1.233 -3.111
H 0.492 1.423 -6.417
H 7.719 -4.084 -3.313
H 3.953 -5.266 -5.072
N -3.105 3.409 -0.482
C -2.151 -1.549 -5.415
H -1.645 3.316 1.569
C -1.342 -0.546 -5.867
N -4.043 1.922 0.752
H -0.574 7.265 -0.470
H 4.314 0.852 0.703
H 1.039 0.462 2.421
H -1.378 -0.229 -6.902
C 3.935 -1.245 -1.921
H 5.808 -0.206 -2.084
C -3.836 4.093 0.462
H 3.071 5.008 1.590
H 5.376 -6.306 -5.108
H -5.078 3.261 2.086
C 5.078 -3.283 -3.419
C 0.388 -0.268 1.971
H 7.500 -5.664 -4.073
C -4.429 3.162 1.236

Computed properties:
- HOMO energy (spin up / spin down) (Eh) = -0.2401 / -0.2447
- orbital gap (spin up / spin down) (eV) = 6.3 / 6.4
- multiplicity = 2
- relative energy (zero: lowest compared OMol25 entry of this formula, charge and spin) (kJ/mol) = 0.0

***

Entry 6:
Entry from the OMol25 dataset: an isolated ion of composition CH2N4P and charge -1 (wB97M-V/def2-TZVPD).

Positions of all 8 atoms, in Å:
N 0.689 -0.419 -1.198
H 0.083 -1.626 1.697
C -0.101 -0.058 -0.217
N 1.270 0.698 -1.590
P -1.035 -1.237 0.731
N -0.028 1.248 0.013
H -1.770 -0.318 1.423
N 0.892 1.711 -0.859

Computed properties:
- HOMO energy (Eh) = -0.1709
- total charge = -1
- orbital gap (eV) = 9.1
- relative energy (zero: lowest compared OMol25 entry of this formula, charge and spin) (kJ/mol) = 0.0

***

Entry 7:
Entry from the OMol25 dataset: C48H43N8O4PdSeTe as an isolated structure (wB97M-V/def2-TZVPD).

Positions of all 106 atoms, in Å:
H -3.522 -3.882 -5.310
H -4.669 -3.781 -7.490
C -1.441 4.189 -5.076
H 0.798 -0.722 7.811
H 8.511 0.270 3.846
C 1.186 0.569 -4.407
O -0.596 0.316 3.657
H -1.615 4.975 -1.717
H 0.749 3.260 -0.647
C 7.577 1.384 2.292
H -2.546 -1.507 2.368
O -6.880 -2.254 -7.969
H -3.561 1.652 -1.013
N -0.201 0.693 0.613
C 6.364 0.153 3.955
C -4.952 -3.084 -6.714
H -2.761 -3.219 2.509
C -4.368 -1.968 -4.618
H 6.456 2.511 0.875
H -6.035 -3.354 -9.523
N 0.536 2.896 -1.612
C -2.620 1.356 -0.544
O 0.454 -4.143 4.962
H -2.186 -3.358 -3.809
H 4.956 3.895 3.592
C 1.682 -3.455 -1.322
Se 2.683 0.979 -1.495
H 6.406 -0.505 4.855
C -6.333 -1.287 -5.914
C -4.209 -3.044 -5.537
C -0.285 -1.375 6.056
H -7.818 -3.179 -9.505
C 1.709 2.894 4.174
C -2.012 -2.429 2.679
C -0.373 3.420 -2.615
H 2.406 4.424 7.050
C 5.133 1.491 2.360
C -1.641 4.951 -3.872
H -2.169 5.889 -3.916
H -5.909 -0.515 -3.950
C -1.907 0.255 -1.039
C -0.304 -2.121 -1.768
C 1.180 1.842 -2.175
C 0.742 -3.050 4.538
H 1.773 -1.552 6.660
C 7.573 0.584 3.398
H -0.342 2.559 -5.976
H 1.284 0.151 6.351
N 1.315 -1.371 -0.142
H 1.885 0.997 -5.124
H -1.951 4.576 -5.963
H 0.310 -3.947 -2.834
H 2.287 -4.324 -1.452
C 6.370 1.865 1.761
C -6.954 -3.392 -8.890
H 0.566 3.270 5.967
H -7.157 -0.642 -6.137
H 0.277 0.205 -4.918
C 0.942 -0.852 6.745
C 2.547 4.090 6.021
C -6.090 -2.313 -6.862
C -5.593 -1.198 -4.759
H 1.588 -0.273 -3.823
C 3.783 4.186 5.429
C -0.915 1.732 1.097
H 8.492 1.615 1.744
C -1.577 -1.843 -2.377
C -0.223 -1.854 4.575
Te 3.350 2.304 1.617
C 3.997 3.731 4.139
C 0.578 -3.235 -2.070
C -1.187 4.537 -2.642
N -3.449 -0.575 -2.803
H -2.651 2.991 0.903
C 1.498 3.423 5.419
H 4.658 4.568 5.993
C -1.607 -2.445 4.192
H -1.643 -3.477 4.577
C 5.151 0.641 3.477
C -3.447 -1.677 -3.610
H -1.144 -2.550 2.026
C -0.159 2.663 -3.786
C -2.120 2.118 0.525
H -1.071 -0.604 5.972
C 0.087 -1.238 -0.736
H 3.058 -2.581 0.063
H -2.360 -1.816 4.707
H -0.532 2.124 2.072
Pd 1.880 0.221 1.048
C 2.100 -2.437 -0.445
C 0.093 -0.707 3.601
C -2.300 -0.651 -2.099
C 2.946 3.027 3.536
N 0.763 1.595 -3.471
N 1.979 -2.755 3.913
H 2.690 -3.499 3.827
C 2.105 -1.786 2.922
H -0.687 -2.222 6.625
H 4.221 0.236 3.921
N -2.340 -2.496 -3.298
H 0.902 2.299 3.665
C -0.678 -0.054 -0.398
N 1.126 -0.847 2.777
O 3.113 -1.795 2.189
H -7.070 -4.402 -8.395
C -0.654 3.069 -5.074

Computed properties:
- HOMO energy (spin up / spin down) (Eh) = -0.3429 / -0.3601
- total charge = +1
- orbital gap (spin up / spin down) (eV) = 6.3 / 6.7
- multiplicity = 3
- relative energy (zero: lowest compared OMol25 entry of this formula, charge and spin) (kJ/mol) = 17.0

***

Entry 8:
Entry from the OMol25 dataset: C13H18N5O4S2Ti as an isolated structure (wB97M-V/def2-TZVPD).

Positions of all 43 atoms, in Å:
O 0.127 0.843 -0.777
H 0.124 2.041 -2.809
S 0.082 -2.424 1.980
N -0.290 2.126 1.695
C -0.900 1.876 -2.509
H 0.533 2.656 1.426
O 2.395 0.016 0.893
C 0.747 1.518 3.794
N 1.653 -2.695 -0.271
H -1.859 2.818 -4.149
H -1.244 -2.906 -2.612
N -1.000 1.203 -1.340
Ti 0.329 -0.186 1.141
C -0.731 -2.199 -1.944
O 4.399 -0.235 1.860
C -1.995 2.283 -3.220
H -1.299 -1.257 -1.981
H 2.663 -2.817 -2.086
H -1.564 -2.640 -0.129
N -0.684 -2.785 -0.607
C 1.640 -2.921 -1.711
N 1.144 0.485 3.086
H -4.159 2.274 -3.242
C -3.356 1.289 -1.531
H -4.316 1.027 -1.108
C 2.474 -0.034 3.281
H 2.351 -1.991 -0.057
H 2.450 -1.063 3.657
C 0.700 -1.960 -2.442
H 3.066 0.572 3.971
H -0.586 3.186 3.553
C -3.262 1.977 -2.711
C -2.223 0.871 -0.793
C 0.362 -2.167 0.231
C -0.481 2.174 3.150
H 0.758 -2.099 -3.528
H -1.383 1.603 3.384
C 3.179 -0.088 1.917
S -2.319 0.004 0.664
H -1.093 2.479 1.189
O 1.240 2.035 4.822
H 1.006 -0.938 -2.208
H 1.323 -3.950 -1.926

Computed properties:
- HOMO energy (spin up / spin down) (Eh) = 0.0161 / 0.0170
- total charge = -2
- orbital gap (spin up / spin down) (eV) = 4.0 / 4.0
- multiplicity = 2
- relative energy (zero: lowest compared OMol25 entry of this formula, charge and spin) (kJ/mol) = 214.9

***

Entry 9:
Entry from the OMol25 dataset: an isolated molecule of C4H6S3 (wB97M-V/def2-TZVPD).

Positions of all 13 atoms, in Å:
H 1.358 1.608 2.164
H 0.704 -1.064 -3.737
H 0.992 -1.474 -1.349
C 0.470 -0.556 -1.721
S 0.033 0.623 -0.483
S 0.746 0.879 3.070
C -0.492 -0.327 0.877
S -0.641 -1.968 0.927
H -0.180 0.623 -3.410
C 0.298 -0.326 -3.010
H -1.176 1.449 1.804
C -0.750 0.560 2.089
H -1.362 -0.027 2.778

Computed properties:
- HOMO energy (Eh) = -0.3229
- orbital gap (eV) = 8.3
- SMILES = C=CSC(=S)CS
- relative energy (zero: lowest compared OMol25 entry of this formula, charge and spin) (kJ/mol) = 57.6

***

The evaluated electronic energy for the records listed, in turn: -2126.72470, -799.25471, -379.12426, -1322.22348, -7464.56333, -599.68459, -5391.11988, -2726.87449, -1350.52517 Ha.